# 1
ORCA calculation (wB97M-V/def2-TZVPD) on a structure of composition C29H74Br6N9O12P3.

The value obtained for the energy above the lowest of the compared OMol25 structures with the same formula, charge and spin is 1.878 eV. The calculated total energy is -19013.286935 hartree. The gap between HOMO and LUMO comes out at 8.44 eV.

Geometry as ORCA input:
```
! RIJCOSX wB97M-V def2-TZVPD def2/J DEFGRID3
* xyz 0 1
C 6.33 -14.34 -7.80
Br 5.31 -13.82 -9.35
Br 5.97 -16.14 -7.28
Br 5.90 -13.13 -6.36
H 7.37 -14.23 -8.08
C 10.34 -16.20 -5.84
Br 12.14 -15.49 -5.58
Br 10.43 -17.20 -7.49
Br 9.12 -14.73 -5.61
H 10.15 -16.86 -5.00
O 8.49 -17.43 -3.75
P 7.23 -17.73 -3.05
N 7.48 -17.82 -1.42
C 6.37 -17.88 -0.50
C 8.78 -18.26 -0.93
N 6.42 -19.09 -3.48
C 6.80 -20.34 -2.78
C 6.05 -19.30 -4.87
N 6.10 -16.55 -3.21
C 6.60 -15.19 -3.23
C 4.71 -16.72 -3.38
H 5.69 -18.74 -0.63
H 5.79 -16.95 -0.50
H 6.75 -18.06 0.50
H 9.65 -17.91 -1.48
H 8.91 -19.36 -1.03
H 8.90 -18.02 0.12
H 6.60 -21.23 -3.38
H 7.81 -20.30 -2.39
H 6.09 -20.51 -1.96
H 5.68 -18.37 -5.32
H 6.93 -19.55 -5.48
H 5.29 -20.07 -4.95
H 6.83 -14.87 -4.24
H 5.90 -14.49 -2.75
H 7.50 -15.15 -2.60
H 4.18 -16.10 -2.63
H 4.35 -17.73 -3.22
H 4.31 -16.37 -4.34
O 13.47 -20.60 -2.06
P 12.32 -21.19 -2.74
N 11.60 -20.14 -3.78
C 10.16 -20.17 -4.06
C 12.33 -18.91 -4.12
N 11.05 -21.66 -1.79
C 11.01 -22.98 -1.22
C 10.41 -20.63 -0.96
N 12.65 -22.57 -3.57
C 14.03 -23.10 -3.62
C 11.63 -23.26 -4.30
H 9.94 -19.59 -4.95
H 9.60 -19.83 -3.18
H 9.80 -21.18 -4.25
H 12.05 -18.54 -5.11
H 13.39 -19.15 -4.26
H 12.36 -18.17 -3.31
H 10.67 -23.02 -0.18
H 10.34 -23.66 -1.77
H 11.97 -23.50 -1.29
H 10.72 -19.61 -1.25
H 9.32 -20.67 -1.01
H 10.82 -20.63 0.06
H 14.68 -22.57 -4.33
H 14.47 -23.01 -2.63
H 14.03 -24.15 -3.93
H 11.40 -22.79 -5.28
H 10.67 -23.20 -3.78
H 11.86 -24.30 -4.54
O 6.04 -17.93 -11.25
P 6.98 -17.70 -12.36
N 7.01 -18.90 -13.49
C 5.92 -18.92 -14.45
C 7.43 -20.22 -12.98
N 8.55 -17.64 -11.79
C 8.75 -16.66 -10.71
C 9.70 -17.90 -12.66
N 6.69 -16.33 -13.22
C 6.12 -15.18 -12.52
C 7.31 -15.99 -14.47
H 5.86 -17.99 -15.00
H 4.97 -19.15 -13.95
H 6.04 -19.77 -15.12
H 7.71 -20.18 -11.93
H 8.24 -20.60 -13.61
H 6.57 -20.90 -13.03
H 8.91 -15.65 -11.09
H 7.81 -16.69 -10.15
H 9.54 -17.00 -10.05
H 9.60 -17.42 -13.64
H 10.58 -17.48 -12.20
H 9.80 -18.97 -12.87
H 5.82 -14.40 -13.22
H 5.23 -15.50 -11.98
H 6.83 -14.74 -11.82
H 6.60 -16.05 -15.32
H 8.09 -16.68 -14.79
H 7.74 -14.99 -14.47
C 10.32 -13.00 -2.65
O 10.65 -13.51 -1.37
C 11.55 -12.86 -0.68
O 12.20 -11.93 -1.06
O 11.64 -13.41 0.49
C 12.57 -12.79 1.36
H 10.07 -13.81 -3.33
H 11.18 -12.48 -3.08
H 9.53 -12.25 -2.61
H 13.55 -12.81 0.88
H 12.60 -13.33 2.30
H 12.30 -11.76 1.60
C 12.65 -16.42 -10.61
O 12.76 -15.11 -10.03
C 13.94 -14.50 -10.10
O 14.87 -14.85 -10.77
O 13.87 -13.36 -9.40
C 15.01 -12.53 -9.46
H 13.62 -16.92 -10.55
H 12.33 -16.41 -11.65
H 11.91 -16.92 -9.98
H 15.94 -13.09 -9.33
H 14.94 -11.72 -8.74
H 15.06 -12.04 -10.44
C 11.17 -24.48 -8.98
O 11.17 -23.07 -8.68
C 10.56 -22.32 -9.59
O 10.18 -22.70 -10.66
O 10.44 -21.09 -9.10
C 9.70 -20.15 -9.86
H 10.15 -24.87 -9.01
H 11.76 -24.94 -8.20
H 11.55 -24.65 -9.98
H 10.23 -19.87 -10.78
H 9.57 -19.21 -9.34
H 8.72 -20.52 -10.16
*
```

---

# 2
ORCA calculation (wB97M-V/def2-TZVPD) on an isolated molecule of C9H16BNO3.

The value obtained for the energy above the lowest of the compared OMol25 structures with the same formula, charge and spin is 0.294 eV. The calculated total energy is -657.864942 hartree. The SMILES is C=C1CB(OCN)[C@H](C(=O)O)C1(C)C. The gap between HOMO and LUMO comes out at 10.18 eV.

Geometry as ORCA input:
```
! RIJCOSX wB97M-V def2-TZVPD def2/J DEFGRID3
* xyz 0 1
C 0.11 2.50 -1.13
C 0.00 1.32 -0.67
C -1.28 0.82 -0.02
B -1.01 -0.73 0.05
O -1.87 -1.65 0.65
C -3.14 -1.50 1.22
N -3.33 -0.88 2.59
C 0.37 -1.19 -0.50
C 1.15 -2.28 0.06
O 1.79 -3.17 -0.49
O 1.29 -2.12 1.44
C 1.12 0.28 -0.72
C 2.12 0.47 0.52
C 1.88 0.21 -2.14
H 0.99 3.09 -1.53
H -0.81 3.14 -1.15
H -2.08 1.19 -0.59
H -1.42 1.33 0.96
H -3.66 -2.42 1.33
H -3.84 -0.92 0.60
H -2.61 -1.26 3.25
H -3.11 0.13 2.56
H 0.21 -1.52 -1.61
H 1.96 -2.79 1.74
H 2.95 -0.20 0.50
H 1.61 0.31 1.53
H 2.61 1.47 0.51
H 1.36 0.72 -3.01
H 1.98 -0.82 -2.39
H 2.89 0.63 -2.07
*
```

---

# 3
ORCA calculation (wB97M-V/def2-TZVPD) on a structure of composition C27H33BrF17N6O9.

The calculated total energy is -6325.478510 hartree. The gap between HOMO and LUMO comes out at 7.27 eV.

Geometry as ORCA input:
```
! RIJCOSX wB97M-V def2-TZVPD def2/J DEFGRID3
* xyz 1 1
N 3.57 -1.96 -4.23
C 3.45 -2.65 -2.88
C 2.01 -2.34 -2.20
O 2.31 -1.79 -0.88
C 1.03 -3.62 -2.17
N -0.40 -3.29 -2.56
C -1.16 -2.44 -1.88
N -0.68 -1.66 -0.68
Br -1.22 -2.84 0.68
C -1.44 -0.39 -0.86
C -1.25 0.78 0.25
C -1.84 0.45 1.63
C -1.68 1.59 2.73
C -0.93 2.83 2.15
C -0.39 2.97 0.70
N -0.55 1.92 -0.23
C -2.93 -0.80 -1.31
O -3.92 -0.93 -0.29
C -3.53 0.39 -2.26
O -2.96 1.52 -2.37
N -4.76 0.20 -3.09
C -5.44 1.52 -3.19
O -6.23 1.81 -2.26
F -5.24 2.43 -4.26
N -2.57 -2.03 -2.13
C -3.56 -3.15 -2.11
O -4.91 -2.76 -2.43
C -5.73 -3.31 -1.36
O -7.10 -2.86 -1.42
C -7.76 -2.96 -0.13
C -9.24 -3.61 -0.20
O -9.20 -5.05 0.03
H 3.60 -0.94 -4.03
H 4.54 -2.16 -4.54
H 3.66 -3.77 -2.93
H 4.28 -2.15 -2.23
H 1.43 -1.50 -2.75
H 2.08 -2.44 -0.17
H 1.01 -4.10 -1.12
H 1.46 -4.41 -2.87
H -0.76 -3.80 -3.38
H -0.99 0.02 -1.84
H -2.41 -0.52 1.88
H -2.09 1.51 3.78
H -0.77 3.73 2.85
H 0.14 3.96 0.42
H -4.79 -0.57 -0.56
H -4.50 -0.05 -4.07
H -3.46 -3.76 -1.14
H -3.23 -3.88 -2.95
H -5.33 -3.09 -0.30
H -5.71 -4.47 -1.47
H -7.91 -1.91 0.35
H -7.19 -3.57 0.66
H -9.81 -3.17 0.71
H -9.82 -3.34 -1.15
H -8.77 -5.47 -0.75
C 6.56 1.40 -4.64
C 5.77 1.47 -3.32
C 5.92 2.77 -2.53
F 7.18 2.99 -2.13
F 5.17 2.72 -1.39
F 6.07 0.39 -2.56
F 4.44 1.33 -3.64
O 7.81 0.69 -4.60
C 8.95 1.43 -4.19
C 9.57 0.87 -2.91
F 8.69 0.91 -1.88
F 10.64 1.61 -2.53
F 8.64 2.73 -4.11
F 9.84 1.32 -5.20
H 5.95 0.81 -5.33
H 6.66 2.37 -5.12
H 5.58 3.63 -3.11
H 9.89 -0.16 -3.04
C -0.38 4.07 6.61
C -1.05 2.71 6.32
C -1.43 1.88 7.54
F -0.36 1.54 8.28
F -2.01 0.72 7.15
F -0.26 2.01 5.47
F -2.20 2.98 5.62
O 1.05 4.12 6.52
C 1.78 3.74 7.67
C 2.65 2.50 7.43
F 1.91 1.43 7.06
F 3.32 2.15 8.55
F 0.94 3.59 8.71
F 2.57 4.79 7.98
H -0.72 4.75 5.82
H -0.75 4.52 7.54
H -2.14 2.41 8.18
H 3.38 2.69 6.64
*
```

---

# 4
ORCA calculation (wB97M-V/def2-TZVPD) on a cluster of 2 separate species, C5H12NO2 in total.

The value obtained for the energy above the lowest of the compared OMol25 structures with the same formula, charge and spin is 4.317 eV. The calculated total energy is -402.563178 hartree. The gap between HOMO and LUMO comes out at 9.30 eV.

Geometry as ORCA input:
```
! RIJCOSX wB97M-V def2-TZVPD def2/J DEFGRID3
* xyz 1 1
C -2.34 -0.58 0.43
C -2.08 0.13 -0.94
C -0.11 0.27 0.12
C 2.86 0.25 -0.14
C 1.91 -0.79 -0.35
N -1.13 -0.25 1.16
O -0.64 0.03 -1.13
O 0.07 1.56 0.45
H -3.16 -0.08 0.80
H -2.54 -1.71 0.23
H -2.56 -0.37 -1.80
H -2.16 1.25 -1.03
H 2.93 0.65 0.86
H 3.07 1.13 -0.78
H 3.95 -0.27 -0.18
H 1.98 -1.58 0.40
H 1.57 -1.02 -1.31
H -1.40 0.50 1.84
H -0.78 -1.09 1.65
H 0.56 1.98 -0.28
*
```

---

# 5
ORCA calculation (wB97M-V/def2-TZVPD) on a cluster of 11 separate species, C40H86Cl8F3N2O16 in total.

The calculated total energy is -6869.815844 hartree. The gap between HOMO and LUMO comes out at 9.08 eV.

Geometry as ORCA input:
```
! RIJCOSX wB97M-V def2-TZVPD def2/J DEFGRID3
* xyz 1 1
C 3.54 2.99 1.36
C 3.09 4.39 0.94
N 1.72 4.65 0.34
C 0.72 3.83 1.12
C 1.50 6.11 0.62
C 2.58 7.00 0.10
C 1.77 4.19 -1.10
C 0.38 4.01 -1.70
O -0.32 5.25 -1.68
C -1.49 5.17 -2.53
H 3.19 2.75 2.36
H 4.64 3.03 1.40
H 3.24 2.13 0.76
H 3.78 4.81 0.21
H 3.08 5.05 1.75
H -0.29 4.25 0.94
H 0.88 3.89 2.20
H 0.88 2.79 0.77
H 1.51 6.19 1.74
H 0.54 6.41 0.10
H 2.79 6.70 -0.91
H 3.47 6.96 0.71
H 2.14 8.02 -0.01
H 2.24 3.17 -1.13
H 2.27 4.91 -1.63
H -0.28 3.31 -1.15
H 0.40 3.64 -2.76
H -1.09 4.83 -3.49
H -1.96 6.16 -2.48
H -2.18 4.45 -2.11
C 2.36 -4.15 -1.10
C 1.55 -3.28 -0.19
N 2.24 -2.90 1.14
C 1.11 -2.43 1.99
C 2.83 -4.12 1.93
C 3.78 -3.77 3.13
C 3.30 -1.90 1.06
C 3.07 -0.81 0.02
O 3.53 -1.38 -1.18
C 3.10 -0.80 -2.45
H 2.57 -5.15 -0.73
H 3.29 -3.71 -1.36
H 1.74 -4.44 -1.93
H 0.59 -3.75 -0.03
H 1.24 -2.30 -0.61
H 0.39 -3.23 2.12
H 0.72 -1.50 1.49
H 1.48 -2.24 2.99
H 3.32 -4.67 1.13
H 2.01 -4.75 2.27
H 3.94 -4.61 3.78
H 3.41 -2.90 3.71
H 4.72 -3.39 2.72
H 4.19 -2.45 0.72
H 3.47 -1.54 2.08
H 3.78 -0.01 0.40
H 2.12 -0.33 0.05
H 3.77 -1.11 -3.18
H 3.09 0.26 -2.40
H 2.09 -1.12 -2.76
C -0.50 1.02 0.06
O -1.03 -0.03 0.91
O 0.83 1.12 0.24
C -0.85 0.64 -1.42
F -2.16 0.97 -1.71
F -0.16 1.50 -2.30
F -0.58 -0.59 -1.84
C -2.31 0.24 1.42
C -2.59 -0.71 2.60
H -3.34 -0.37 3.31
H -2.98 -1.67 2.22
H -1.69 -1.04 3.07
H -3.13 -0.04 0.73
H -2.30 1.32 1.75
H -1.08 1.93 0.30
Cl 0.70 1.65 -7.84
C 0.94 1.42 -6.11
C 1.73 2.59 -5.71
Cl 2.82 2.17 -4.30
H 1.41 0.51 -6.00
H -0.02 1.46 -5.60
H 1.09 3.36 -5.29
H 2.32 3.00 -6.48
Cl 1.22 -3.63 5.35
C 0.04 -3.25 6.73
C -1.37 -3.55 6.19
Cl -1.95 -5.21 6.48
H 0.22 -2.19 6.99
H 0.32 -3.92 7.60
H -1.46 -3.39 5.14
H -2.13 -2.94 6.72
Cl -0.15 6.06 3.96
C -1.68 5.50 3.28
C -2.66 5.50 4.49
Cl -4.32 5.20 4.00
H -1.56 4.46 2.97
H -1.97 6.08 2.36
H -2.56 6.43 5.01
H -2.36 4.72 5.23
Cl -1.39 -1.03 -7.76
C -2.81 -1.76 -6.95
C -2.42 -2.59 -5.74
Cl -1.58 -1.63 -4.47
H -3.14 -2.53 -7.73
H -3.60 -1.05 -6.78
H -1.74 -3.40 -5.91
H -3.30 -3.07 -5.32
C -0.89 -9.35 0.49
O -0.75 -8.15 1.28
C -0.40 -7.02 0.60
O 0.24 -6.98 -0.46
O -0.71 -5.91 1.22
C -1.41 -5.84 2.48
H -0.98 -10.07 1.31
H -0.10 -9.36 -0.27
H -1.88 -9.32 -0.02
H -2.47 -6.04 2.42
H -1.32 -4.79 2.84
H -1.07 -6.60 3.18
C -1.93 -5.29 -2.05
O -2.09 -4.11 -1.29
C -3.22 -3.42 -1.51
O -3.98 -3.62 -2.40
O -3.39 -2.51 -0.45
C -4.63 -1.86 -0.47
H -2.86 -5.84 -2.13
H -1.13 -5.83 -1.62
H -1.52 -4.97 -2.98
H -5.51 -2.40 -0.93
H -4.58 -0.95 -1.02
H -5.02 -1.68 0.53
C -2.68 1.68 -5.10
O -2.18 2.93 -5.54
C -3.01 3.92 -5.95
O -4.18 3.90 -5.66
O -2.30 4.82 -6.56
C -2.98 6.03 -7.02
H -2.65 1.00 -5.95
H -3.66 1.83 -4.76
H -2.03 1.26 -4.38
H -3.22 6.65 -6.16
H -3.98 5.76 -7.45
H -2.28 6.46 -7.75
C 0.91 0.76 3.62
O 1.99 0.77 4.68
C 1.63 0.28 5.82
O 0.51 -0.05 6.22
O 2.69 0.30 6.64
C 2.66 -0.10 8.00
H 0.21 1.61 3.89
H 0.43 -0.21 3.59
H 1.41 1.07 2.74
H 2.07 0.55 8.59
H 3.69 -0.02 8.28
H 2.23 -1.12 8.10
*
```

---

# 6
ORCA calculation (wB97M-V/def2-TZVPD) on an isolated molecule of C3H9BO2S.

The value obtained for the energy above the lowest of the compared OMol25 structures with the same formula, charge and spin is 0.891 eV. The calculated total energy is -693.266758 hartree. The SMILES is CSCCB(O)O. The gap between HOMO and LUMO comes out at 8.21 eV.

Geometry as ORCA input:
```
! RIJCOSX wB97M-V def2-TZVPD def2/J DEFGRID3
* xyz 0 1
C -1.93 -0.61 0.98
S -0.48 -1.28 1.83
C 0.87 -1.37 0.66
C 1.38 0.30 0.34
B 0.61 0.98 -0.99
O 0.96 0.58 -2.20
O -0.40 1.82 -0.72
H -1.72 -0.07 0.14
H -2.52 0.08 1.71
H -2.51 -1.38 0.61
H 0.70 -1.97 -0.35
H 1.82 -1.75 1.07
H 2.51 0.29 0.13
H 1.06 1.01 1.13
H 0.59 1.05 -2.97
H -0.94 2.33 -1.36
*
```

---

# 7
ORCA calculation (wB97M-V/def2-TZVPD) on a structure of composition C20H16IrN4O4S3Se.

The value obtained for the energy above the lowest of the compared OMol25 structures with the same formula, charge and spin is 0.695 eV. The calculated total energy is -4992.046895 hartree. Its expectation value of S² is 6.053. The gap between HOMO and LUMO (spin up / spin down) comes out at 5.33 / 5.71 eV.

Geometry as ORCA input:
```
! RIJCOSX wB97M-V def2-TZVPD def2/J DEFGRID3
* xyz -1 5
Ir 1.13 0.35 -0.90
C -3.04 -4.52 3.51
C -2.65 -3.53 2.50
C -1.48 -3.65 1.75
C -1.18 -2.72 0.78
C -2.10 -1.68 0.42
C -3.20 -1.59 1.21
C -3.52 -2.48 2.20
S -1.96 -0.67 -1.02
O -2.12 0.66 -0.58
O -2.88 -1.20 -1.97
N -0.45 -0.80 -1.57
C -0.16 -1.40 -2.91
C 1.30 -1.49 -3.13
O 1.80 -1.95 -4.10
O 2.04 -0.95 -2.19
H -3.76 -4.12 4.23
H -2.18 -4.92 4.09
H -3.48 -5.41 3.09
H -0.71 -4.33 2.01
H -0.29 -2.84 0.11
H -3.86 -0.72 1.02
H -4.43 -2.41 2.74
H -0.44 -0.76 -3.79
H -0.68 -2.37 -3.08
S 3.12 0.64 0.07
C 2.82 1.09 1.75
C 3.80 1.12 2.71
C 3.51 1.24 4.04
C 2.19 1.39 4.50
C 1.18 1.39 3.51
C 1.47 1.30 2.15
S 0.19 1.18 0.99
H 4.81 1.19 2.27
H 4.36 1.37 4.75
H 1.90 1.69 5.48
H 0.15 1.44 3.87
Se 1.78 1.31 -5.68
N 1.47 3.06 -5.60
C 1.01 3.33 -4.44
C 0.49 4.58 -3.85
C 0.28 4.63 -2.49
C 0.40 3.51 -1.68
N 0.72 2.27 -2.16
C 1.02 2.27 -3.42
N 1.36 1.06 -3.93
H 0.30 5.48 -4.42
H -0.16 5.44 -2.12
H 0.13 3.53 -0.69
*
```